# 1
Entry from the OMol25 dataset: a single C5H5Br molecule at a distorted geometry (ωB97M-V/def2-TZVPD).

```
11
Properties=species:S:1:pos:R:3:forces:R:3
C 1.2668 1.8695 -0.6204 -0.4292 -1.7617 0.9615
C 0.9792 0.6447 -0.2454 0.2207 -0.7047 0.5175
C 0.7732 -0.5434 0.3310 1.1697 -0.0323 0.4123
C -0.5177 -1.2466 0.5027 -1.3116 -0.9994 0.5413
C -1.6589 -0.7373 -0.0273 2.0633 -1.5723 0.7779
Br -3.3160 -1.5713 0.3128 0.1752 0.4202 -0.3628
H 1.3458 2.6213 0.1020 -0.2557 0.9772 1.4355
H 1.5007 2.2662 -1.5522 0.3255 -0.1630 -1.9319
H 1.6445 -1.0802 0.8463 -1.0432 0.9402 -1.1818
H -0.5436 -2.2615 1.0995 0.1532 2.3813 -1.0710
H -1.4739 0.0386 -0.7490 -1.0679 0.5145 -0.0985
```
Positions in Å, forces in eV/Å.

- gap between HOMO and LUMO (Ha) = 0.33259
- structure (SMILES) = C=C=C/C=C/Br
- energy (eV) = -75305.4810
- largest force on an atom (eV Å⁻¹) = 2.7

Atomic charges from the natural (NBO) analysis, expressed in e, are listed below: atom 1 (C): -0.469, atom 2 (C): 0.118, atom 3 (C): -0.333, atom 4 (C): -0.226, atom 5 (C): -0.286, atom 6 (Br): 0.067, atom 7 (H): 0.216, atom 8 (H): 0.220, atom 9 (H): 0.241, atom 10 (H): 0.227, atom 11 (H): 0.224

---

# 2
Entry from the OMol25 dataset: a single C3H7N3OS molecule at a distorted geometry (ωB97M-V/def2-TZVPD).

```
15
Properties=species:S:1:pos:R:3:forces:R:3
H 1.1765 1.8964 -0.8318 -1.9682 -2.5742 1.2824
N 0.3698 1.2194 -0.4291 4.7858 -0.0202 -1.4455
C 0.7616 0.0408 -0.0195 4.0941 2.1254 -0.8417
C 2.2512 -0.6622 -0.0130 0.4837 -0.0673 -3.3325
N -0.0987 -0.8845 0.5178 1.1180 -2.1419 -1.0712
O -1.1752 -0.8331 -0.3235 -1.1874 -3.6056 -2.7907
C -2.2183 -0.1755 0.0399 -0.2349 5.1197 1.5400
N -1.8353 1.0570 0.4407 -1.3069 4.9565 3.4727
S -3.7409 -0.4439 -0.1962 -3.4265 -2.3838 -0.5935
H 2.0289 -1.7276 -0.6551 0.8843 2.7141 2.3577
H 2.5665 -0.7475 1.0756 -0.1668 -0.3505 -1.6321
H 3.2194 -0.1757 -0.7844 -3.3434 -0.9588 2.7706
H 0.2320 -1.8603 0.1712 -0.1686 2.0591 1.6248
H -1.0525 1.6111 -0.2350 -1.7008 -2.0643 2.4899
H -2.4849 1.6857 1.2423 2.1377 -2.8082 -3.8309
```
Positions in Å, forces in eV/Å.

- gap between HOMO and LUMO (Ha) = 0.28502
- structure (SMILES) = [H]/N=C(\C)NOC(N)=S
- energy (eV) = -20571.1966
- largest force on an atom (eV Å⁻¹) = 6.2

Atomic charges from the natural (NBO) analysis, expressed in e, are listed below: atom 1 (H): 0.387, atom 2 (N): -0.714, atom 3 (C): 0.476, atom 4 (C): -0.707, atom 5 (N): -0.311, atom 6 (O): -0.381, atom 7 (C): 0.296, atom 8 (N): -0.907, atom 9 (S): -0.114, atom 10 (H): 0.225, atom 11 (H): 0.253, atom 12 (H): 0.251, atom 13 (H): 0.388, atom 14 (H): 0.460, atom 15 (H): 0.399

---

# 3
Entry from the OMol25 dataset: a molecular structure, C16H16Br2N6OPt at a distorted geometry (ωB97M-V/def2-TZVPD).

```
42
Properties=species:S:1:pos:R:3:forces:R:3
Pt -0.0449 -0.1899 -0.0354 0.5949 0.1884 -1.1107
Br 0.8891 -4.7544 -4.7644 -0.1075 0.0125 0.2243
C 0.1207 -4.3911 -3.0698 1.4631 3.3782 -0.5826
C -0.5779 -5.4056 -2.3978 -1.6501 -1.0635 2.4529
C -1.2220 -5.3990 -1.1694 0.8422 -1.4739 -2.5236
Br -1.9982 -7.1248 -0.7783 0.0993 0.2079 -0.0680
C -1.4259 -4.4047 -0.1565 -0.4921 1.1657 1.6800
C -2.1381 -4.6541 1.0390 0.5156 0.1932 -0.8472
C -2.3077 -3.6593 1.9839 0.0020 0.3305 0.2218
C -1.7813 -2.4001 1.7673 0.0681 -0.4475 -0.3695
N -1.0944 -2.1260 0.6453 -0.0205 0.3527 0.2143
C -0.9317 -3.0821 -0.2551 -0.2897 -0.5771 0.2016
C 0.2722 -3.1401 -2.5423 -0.4677 -2.5378 -0.7476
O 0.8485 -1.9318 -2.8172 0.4472 -0.7692 -1.5036
H -0.6122 -6.3466 -2.9297 -0.0256 -0.0014 0.0444
H -2.5555 -5.6278 1.2291 0.0009 -0.0853 -0.0739
H -2.8523 -3.8732 2.8909 -0.0257 0.0447 0.0565
H -1.8955 -1.5978 2.4790 0.0368 0.0709 -0.0365
N -0.2026 -2.6656 -1.3404 0.1064 0.0016 -0.2803
C 0.3756 -1.4463 -1.6123 -0.7711 1.2814 2.5688
C 1.8546 2.3227 -0.3322 0.2678 -0.1357 -0.2063
N 2.1783 3.7079 -0.0483 0.3343 0.1524 -0.1477
C 2.2020 3.9004 1.3960 0.0635 0.0716 0.1400
N 0.9157 3.5676 1.9987 0.1568 0.2092 0.4014
C 0.6038 2.1825 1.6994 -0.0638 0.1659 0.5268
N 0.5456 1.9436 0.2432 -0.4699 -0.8187 0.2858
C -0.4718 2.8471 -0.3333 -0.3485 0.1065 -0.1455
N -0.1715 4.2371 -0.0455 -0.1907 0.3007 -0.2030
C 1.1364 4.5628 -0.6049 -0.0106 0.0906 -0.0913
C -0.1075 4.4160 1.3994 -0.0582 0.0847 0.1181
H 2.6319 1.6798 0.0916 -0.1787 -0.0234 -0.0640
H 1.8190 2.1763 -1.4158 -0.0555 -0.1134 0.1439
H 2.4352 4.9456 1.6144 0.0325 -0.0414 -0.0142
H 2.9785 3.2661 1.8310 -0.0240 0.0217 -0.0056
H -0.3675 1.9406 2.1477 0.2316 -0.0776 -0.2104
H 1.3793 1.5423 2.1369 -0.2111 0.0147 -0.1422
H -1.4552 2.6039 0.0853 0.2187 -0.1081 -0.0704
H -0.4950 2.7046 -1.4191 -0.0124 -0.1130 0.1809
H 1.3707 5.6062 -0.3756 -0.0030 -0.0560 -0.0450
H 1.1067 4.4366 -1.6902 -0.0018 0.0020 0.0407
H -1.0793 4.1701 1.8353 0.0316 0.0086 -0.0084
H 0.1241 5.4606 1.6201 -0.0347 -0.0132 -0.0047
```
Positions in Å, forces in eV/Å.

- gap between HOMO and LUMO (Ha) = 0.18207
- energy (eV) = -171166.0690
- largest force on an atom (eV Å⁻¹) = 3.7

Atomic charges from the natural (NBO) analysis, expressed in e, are listed below: atom 1 (Pt): 0.135, atom 2 (Br): 0.095, atom 3 (C): -0.225, atom 4 (C): -0.229, atom 5 (C): -0.044, atom 6 (Br): 0.046, atom 7 (C): -0.172, atom 8 (C): -0.119, atom 9 (C): -0.276, atom 10 (C): 0.075, atom 11 (N): -0.472, atom 12 (C): 0.421, atom 13 (C): 0.522, atom 14 (O): -0.452, atom 15 (H): 0.250, atom 16 (H): 0.237, atom 17 (H): 0.229, atom 18 (H): 0.218, atom 19 (N): -0.507, atom 20 (C): 0.211, atom 21 (C): -0.076, atom 22 (N): -0.468, atom 23 (C): -0.077, atom 24 (N): -0.476, atom 25 (C): -0.086, atom 26 (N): -0.520, atom 27 (C): -0.076, atom 28 (N): -0.469, atom 29 (C): -0.076, atom 30 (C): -0.077, atom 31 (H): 0.210, atom 32 (H): 0.212, atom 33 (H): 0.197, atom 34 (H): 0.199, atom 35 (H): 0.213, atom 36 (H): 0.210, atom 37 (H): 0.211, atom 38 (H): 0.211, atom 39 (H): 0.197, atom 40 (H): 0.200, atom 41 (H): 0.198, atom 42 (H): 0.197

---

# 4
Entry from the OMol25 dataset: a molecular structure, C39H24HfN11S4Se (ωB97M-V/def2-TZVPD).

```
80
Properties=species:S:1:pos:R:3:forces:R:3
Hf -0.2204 -1.2153 0.2750 0.0549 0.4634 -0.4221
S 6.8419 0.7902 3.1951 -0.0079 -0.0023 -0.0066
N 5.4416 0.5667 3.9589 0.0155 -0.0007 -0.0274
C 4.5394 0.2944 3.0291 0.0002 0.0102 0.0522
C 3.1415 0.0012 3.2667 -0.0198 -0.0071 -0.0269
C 2.5857 -0.0552 4.5446 -0.0209 -0.0071 0.0087
C 1.2613 -0.3898 4.6584 -0.0011 -0.0061 0.0138
C 0.5252 -0.6614 3.5079 0.0000 0.0164 -0.0539
N 1.0285 -0.5909 2.2797 0.1396 0.0025 0.1937
C 2.3294 -0.2608 2.1620 0.0028 0.0020 -0.0544
C 2.8701 -0.2118 0.8058 -0.0751 -0.0135 -0.0263
N 2.0027 -0.4183 -0.2121 0.0001 -0.1055 -0.0098
C 2.4818 -0.4275 -1.4521 0.0282 0.0641 -0.0215
C 3.8305 -0.2654 -1.7539 -0.0937 0.0054 -0.0673
C 4.7138 -0.0291 -0.7323 0.0079 0.0234 0.0640
C 4.2260 0.0197 0.5760 0.0324 0.0055 -0.0471
C 5.0714 0.2892 1.7196 0.0320 0.0016 -0.0376
N 6.3671 0.5570 1.6718 -0.0067 0.0047 0.0392
H 3.2043 0.1476 5.4083 0.0080 0.0001 -0.0054
H 0.7750 -0.4672 5.6200 0.0096 0.0018 0.0041
H -0.5072 -0.9578 3.5893 -0.0062 0.0014 -0.0006
H 1.7557 -0.5559 -2.2414 -0.0029 0.0273 -0.0135
H 4.1454 -0.3040 -2.7869 0.0236 0.0045 0.0073
H 5.7706 0.1246 -0.9089 -0.0009 -0.0039 0.0037
S -1.8517 -2.2130 1.8935 -0.0319 0.0135 0.1143
C -2.7494 -0.8571 2.5828 0.0282 -0.0400 -0.0426
C -3.7541 -1.1600 3.5003 -0.0249 0.0393 0.0239
C -4.4653 -0.1603 4.1475 -0.0033 -0.0264 -0.0189
C -5.4984 -0.5151 5.0786 0.0096 0.0087 0.0348
N -6.3174 -0.8162 5.8252 -0.0079 -0.0048 -0.0164
C -4.1605 1.1807 3.8822 0.0309 0.0599 -0.0610
C -3.1629 1.4881 2.9698 -0.0253 -0.0306 0.0291
C -2.4499 0.4902 2.3062 0.0146 0.0312 0.0427
S -1.2911 0.9909 1.0784 -0.0801 0.0009 0.0047
C -4.8640 2.2493 4.5335 -0.0295 -0.0592 0.0968
N -5.4142 3.1089 5.0601 0.0083 0.0309 -0.0481
H -3.9819 -2.1949 3.7171 0.0060 -0.0052 -0.0089
H -2.9379 2.5264 2.7672 0.0101 -0.0015 -0.0061
C 1.2975 -3.9977 -3.1149 0.0109 0.0057 0.0224
C 1.1390 -3.1831 -1.9935 -0.0247 -0.0416 -0.0063
N 0.0058 -2.5575 -1.7027 0.1563 -0.0803 -0.0479
C -1.0536 -2.7565 -2.5228 -0.0121 0.0493 0.0019
C -0.9952 -3.5749 -3.6564 -0.0065 0.0047 0.0101
C 0.2288 -4.1956 -3.9492 -0.0037 -0.0105 0.0028
C -2.1698 -3.7588 -4.4594 0.0124 -0.0045 -0.0042
C -3.3276 -3.1536 -4.1310 -0.0144 -0.0091 0.0013
C -3.4130 -2.3043 -2.9779 0.0003 0.0121 -0.0036
C -4.5967 -1.6468 -2.6047 0.0086 -0.0129 -0.0072
C -4.5850 -0.8386 -1.5013 0.0032 0.0214 0.0187
C -3.4015 -0.6898 -0.7721 0.0219 -0.0215 -0.0048
N -2.2737 -1.3054 -1.0863 -0.0888 -0.1524 -0.0109
C -2.2827 -2.1028 -2.1799 0.0387 0.0216 -0.0113
H 2.2522 -4.4714 -3.2916 -0.0034 -0.0052 -0.0064
H 1.9523 -3.0562 -1.2944 -0.0002 0.0058 -0.0004
H 0.3108 -4.8341 -4.8200 -0.0006 0.0033 -0.0023
H -2.1037 -4.4005 -5.3283 -0.0034 0.0026 -0.0020
H -4.2173 -3.2970 -4.7303 0.0020 0.0017 -0.0023
H -5.4967 -1.7856 -3.1903 0.0011 0.0029 -0.0031
H -5.4702 -0.3118 -1.1752 -0.0021 -0.0007 -0.0045
H -3.3708 -0.0383 0.0864 -0.0068 -0.0131 0.0256
C -0.9217 5.7452 -1.9263 0.0042 0.0165 -0.0035
C 0.0453 4.6160 -2.0235 0.0183 -0.0347 0.0136
C 1.4058 4.7394 -2.0972 -0.0324 -0.0039 -0.0033
C 2.1718 3.5646 -2.1487 0.0399 0.0140 0.0032
N 1.6314 2.3516 -2.1555 0.0016 -0.1023 0.0063
C 0.3046 2.2243 -2.1028 -0.1494 0.1121 0.2147
S -0.5728 0.7680 -2.1295 0.2157 -0.1574 -0.0466
N -0.4560 3.3642 -2.0202 -0.0155 -0.0032 -0.0320
C 3.6644 3.6276 -2.1911 -0.0034 -0.0124 0.0007
H -0.4086 6.6977 -2.0230 -0.0008 -0.0007 0.0032
H -1.4304 5.7193 -0.9610 -0.0008 -0.0042 0.0003
H -1.6777 5.6712 -2.7090 0.0016 0.0012 -0.0020
H 1.8690 5.7139 -2.1062 0.0044 -0.0013 0.0007
H -1.4551 3.2137 -1.9436 0.0040 -0.0031 0.0203
H 4.0287 4.6425 -2.3289 -0.0104 0.0046 0.0026
H 4.0340 2.9939 -2.9964 0.0034 -0.0082 0.0066
H 4.0639 3.2342 -1.2542 0.0040 -0.0114 -0.0006
Se 1.7253 -4.2897 3.3212 -0.0055 0.0965 -0.1835
C 1.2835 -3.5033 1.8314 0.0925 -0.1369 0.1425
N 0.9828 -2.9321 0.8375 -0.2843 -0.0492 0.1807
```
Positions in Å, forces in eV/Å.

- gap between HOMO and LUMO (Ha) = 0.23573
- net charge = +1
- energy (eV) = -167219.8693
- largest force on an atom (eV Å⁻¹) = 0.6

Atomic charges from the Mulliken analysis, expressed in e, are listed below: atom 1 (Hf): 1.094, atom 2 (S): 0.165, atom 3 (N): -0.682, atom 4 (C): 0.774, atom 5 (C): 0.593, atom 6 (C): -0.718, atom 7 (C): -1.149, atom 8 (C): -0.137, atom 9 (N): 0.553, atom 10 (C): -0.830, atom 11 (C): -0.358, atom 12 (N): 0.732, atom 13 (C): -0.623, atom 14 (C): -1.268, atom 15 (C): -0.748, atom 16 (C): 0.741, atom 17 (C): 0.650, atom 18 (N): -0.668, atom 19 (H): 0.550, atom 20 (H): 0.502, atom 21 (H): 0.475, atom 22 (H): 0.825, atom 23 (H): 0.552, atom 24 (H): 0.559, atom 25 (S): -0.533, atom 26 (C): 0.694, atom 27 (C): -0.921, atom 28 (C): 0.456, atom 29 (C): -0.339, atom 30 (N): -0.482, atom 31 (C): 0.456, atom 32 (C): -1.045, atom 33 (C): 0.833, atom 34 (S): -0.407, atom 35 (C): -0.388, atom 36 (N): -0.486, atom 37 (H): 0.581, atom 38 (H): 0.555, atom 39 (C): -1.317, atom 40 (C): -0.048, atom 41 (N): 0.299, atom 42 (C): -0.140, atom 43 (C): 1.066, atom 44 (C): -0.663, atom 45 (C): -0.957, atom 46 (C): -0.973, atom 47 (C): 1.081, atom 48 (C): -0.852, atom 49 (C): -1.152, atom 50 (C): -0.148, atom 51 (N): 0.748, atom 52 (C): -0.328, atom 53 (H): 0.438, atom 54 (H): 0.612, atom 55 (H): 0.476, atom 56 (H): 0.435, atom 57 (H): 0.440, atom 58 (H): 0.460, atom 59 (H): 0.500, atom 60 (H): 0.453, atom 61 (C): -1.425, atom 62 (C): 0.841, atom 63 (C): -0.970, atom 64 (C): 0.982, atom 65 (N): -0.141, atom 66 (C): -0.152, atom 67 (S): -0.180, atom 68 (N): 0.065, atom 69 (C): -1.157, atom 70 (H): 0.368, atom 71 (H): 0.345, atom 72 (H): 0.377, atom 73 (H): 0.373, atom 74 (H): 0.284, atom 75 (H): 0.394, atom 76 (H): 0.306, atom 77 (H): 0.196, atom 78 (Se): -0.101, atom 79 (C): 0.165, atom 80 (N): -0.555

---

Question: Which value of gap between HOMO and LUMO does entry 4 give?
Answer: 0.23573 Ha

---

Question: The highest gap between HOMO and LUMO belongs to which entry?
Answer: C5H5Br

---

Question: The lowest gap between HOMO and LUMO belongs to which entry?
Answer: C16H16Br2N6OPt